--- i ---
Density functional theory data (ωB97M-V/def2-TZVPD) for a single C4H8OS molecule.

Each line ends with the Löwdin charge.
Cartesian coordinates (Å):
C -2.21 -0.79 0.10  -0.085
O -1.42 0.36 0.48  -0.224
C -0.72 1.09 -0.49  -0.234
C 0.83 0.81 -0.44  -0.543
C 1.45 0.49 0.84  -0.450
S 1.24 -0.95 -0.24  0.826
H -2.72 -0.57 -0.85  0.084
H -3.01 -0.99 0.82  0.084
H -1.58 -1.67 -0.03  0.055
H -0.91 2.14 -0.27  0.120
H -1.10 0.90 -1.46  0.097
H 1.54 1.34 -1.12  0.120
H 2.47 0.73 1.10  0.066
H 0.85 0.73 1.72  0.084

The structure (SMILES) is COC[C@H]1CS1. Its HOMO energy is -8.697 eV. The frontier orbital gap is 0.3556 Ha. The calculation puts the lowest unoccupied orbital energy at 0.0360 hartree.


--- ii ---
Density functional theory data (ωB97M-V/def2-TZVPD) for a single C4H8OS molecule.

Each line ends with the Löwdin charge.
Cartesian coordinates (Å):
C -1.39 1.41 -0.31  0.028
C -0.45 0.99 0.54  -0.218
C 0.39 -0.16 0.39  -0.832
C -0.27 -1.22 -0.59  -0.079
O 0.85 -0.87 1.48  -0.049
S 1.93 0.45 -0.68  0.719
H -1.82 2.37 -0.01  0.068
H -1.70 0.99 -1.21  0.044
H -0.17 1.50 1.53  0.139
H 0.16 -0.90 -1.67  0.098
H 0.19 -2.09 -0.25  0.045
H -1.36 -1.14 -0.47  0.079
H 1.54 -0.47 2.02  0.106
H 2.10 -0.86 -0.78  -0.149

The structure (SMILES) is C=C[C@](C)(O)S. Its HOMO energy is -9.047 eV. The frontier orbital gap is 0.3604 Ha. The calculation puts the lowest unoccupied orbital energy at 0.0280 hartree.


Unit: hartree. Relative energies: i 0.0000; ii 0.0153.


--- i ---
Density functional theory data (ωB97M-V/def2-TZVPD) for C4H6FNS2 as an isolated structure.

Each line ends with the Löwdin charge.
Cartesian coordinates (Å):
C 1.10 -0.51 -0.25  -0.835
C -0.37 -0.08 0.03  -0.650
C -0.41 1.37 -0.63  -0.430
C -1.02 0.27 1.36  -0.274
H 0.44 -2.36 -0.88  0.254
H 2.31 -1.84 -0.74  0.078
H 0.47 1.91 -0.25  0.031
H -0.59 1.66 -1.72  0.109
H -0.60 0.73 2.35  0.133
H -1.68 -0.56 1.44  0.057
N 1.38 -1.53 -1.01  0.067
F -1.28 -0.97 -0.56  -0.043
S 2.21 0.41 0.60  0.671
S -1.97 1.51 0.26  0.832

Its HOMO energy is -8.400 eV. The frontier orbital gap is 0.3120 Ha. The calculation puts the lowest unoccupied orbital energy at 0.0033 hartree.


--- ii ---
Density functional theory data (ωB97M-V/def2-TZVPD) for a single C4H6FNS2 molecule.

Each line ends with the Löwdin charge.
Cartesian coordinates (Å):
C 1.17 -1.95 -0.67  -0.022
C 1.04 -0.48 -1.00  -0.392
F 0.67 -0.32 -2.31  -0.016
C -0.04 0.15 -0.12  -0.479
C -1.37 0.18 -0.72  -0.595
S -2.71 0.36 0.18  0.722
N 0.07 0.69 1.06  -0.293
S 1.66 0.67 1.68  0.768
H 0.19 -2.40 -0.50  0.095
H 1.81 -2.47 -1.37  0.087
H 1.66 -2.04 0.29  0.065
H 2.00 0.06 -0.89  0.130
H -1.39 0.01 -1.80  0.064
H 1.25 1.00 2.92  -0.134

The structure (SMILES) is C[C@@H](F)/C(C=S)=N\S. Its HOMO energy is -8.786 eV. The frontier orbital gap is 0.2804 Ha. The calculation puts the lowest unoccupied orbital energy at -0.0425 hartree.


Unit: hartree. Relative energies: i 0.0432; ii 0.0000.


--- i ---
Density functional theory data (ωB97M-V/def2-TZVPD) for C39H51F2N12OPSV as an isolated structure.

Each line ends with the Löwdin charge.
Cartesian coordinates (Å):
V -1.09 -1.25 -0.58  0.694
C -1.17 1.18 5.19  -0.034
N -1.40 0.25 4.09  -0.126
C -1.83 -1.04 4.23  -0.069
C -1.91 -1.55 2.96  -0.127
N -1.53 -0.59 2.06  0.040
C -1.22 0.49 2.75  -0.445
P -0.77 2.16 2.13  1.169
C 0.89 1.87 1.47  -0.493
N 1.36 0.74 1.01  0.103
C 2.66 0.98 0.66  -0.122
C 2.97 2.29 0.91  -0.083
N 1.84 2.86 1.43  -0.124
C 1.73 4.23 1.91  -0.032
C -1.85 2.22 0.65  -0.474
N -2.32 1.21 -0.03  0.053
C -3.20 1.73 -0.95  -0.130
C -3.25 3.09 -0.81  -0.060
N -2.40 3.39 0.22  -0.129
C -2.10 4.75 0.69  -0.032
H -1.30 0.63 6.12  0.088
H -0.16 1.58 5.16  0.082
H -1.88 2.01 5.16  0.082
H -2.02 -1.47 5.19  0.123
H -2.21 -2.54 2.64  0.105
H 3.30 0.21 0.25  0.111
H 3.88 2.86 0.77  0.118
H 2.48 4.84 1.41  0.090
H 0.75 4.64 1.67  0.049
H 1.88 4.29 2.98  0.091
H -3.74 1.10 -1.64  0.098
H -3.80 3.85 -1.34  0.117
H -2.73 5.44 0.14  0.090
H -2.30 4.84 1.75  0.081
H -1.06 5.01 0.50  0.067
C 3.97 -2.18 4.60  -0.051
C 2.70 -2.84 4.02  -0.554
C 1.49 -2.04 4.50  -0.072
C 2.59 -4.27 4.55  -0.046
C 2.78 -2.87 2.49  -0.162
C 3.88 -3.50 1.87  -0.040
C 4.03 -3.52 0.50  -0.075
C 3.05 -2.91 -0.28  -0.472
S 2.97 -2.70 -2.00  1.110
C 1.48 -1.83 -1.82  -0.508
N 1.05 -1.72 -0.60  0.008
C 1.94 -2.32 0.30  -0.301
C 1.81 -2.29 1.69  0.022
C 0.73 -1.23 -2.93  -0.261
C 1.25 -1.09 -4.21  -0.071
C 0.53 -0.42 -5.18  -0.110
C -0.73 0.10 -4.84  -0.113
C -1.24 -0.08 -3.56  -0.144
C -0.54 -0.77 -2.54  -0.164
H 3.91 -2.14 5.69  0.082
H 4.07 -1.15 4.22  0.088
H 4.87 -2.73 4.33  0.075
H 1.49 -2.00 5.60  0.087
H 0.55 -2.50 4.18  0.074
H 1.51 -1.01 4.13  0.083
H 2.49 -4.27 5.65  0.083
H 3.47 -4.87 4.29  0.078
H 1.71 -4.77 4.13  0.093
H 4.64 -3.97 2.48  0.105
H 4.89 -3.99 0.04  0.107
H 0.96 -1.77 2.11  0.085
H 2.24 -1.49 -4.46  0.091
H 0.92 -0.30 -6.18  0.092
H -1.30 0.63 -5.59  0.091
H -2.24 0.32 -3.36  0.074
C 1.00 3.75 -4.02  -0.047
C 1.99 3.14 -3.04  -0.638
C 2.47 4.20 -2.05  -0.053
C 3.17 2.57 -3.81  -0.042
N 1.36 2.00 -2.38  -0.050
N 0.19 2.23 -1.62  0.044
H 1.50 4.48 -4.67  0.084
H 0.18 4.27 -3.50  0.071
H 0.56 2.97 -4.65  0.080
H 2.96 5.03 -2.56  0.085
H 3.18 3.76 -1.34  0.059
H 1.63 4.63 -1.48  0.062
H 3.69 3.35 -4.37  0.084
H 2.83 1.79 -4.49  0.079
H 3.90 2.12 -3.12  0.084
H 2.02 1.53 -1.77  0.089
H -0.61 2.25 -2.23  0.063
H 0.25 3.10 -1.09  0.053
F -0.60 -4.27 -0.63  -0.093
C -1.14 -3.24 0.18  -0.338
F -2.45 -3.79 0.53  -0.152
H -0.62 -3.41 1.14  0.056
C -4.47 -3.17 -4.40  -0.008
N -4.46 -2.58 -3.06  -0.041
C -5.59 -2.23 -2.43  -0.076
C -5.55 -1.71 -1.20  -0.016
C -4.25 -1.46 -0.63  -0.383
N -3.11 -1.67 -1.26  0.099
C -3.18 -2.45 -2.44  -0.458
O -2.25 -2.98 -2.99  0.109
N -4.23 -0.96 0.61  0.182
H -5.51 -3.32 -4.70  0.084
H -3.94 -4.11 -4.39  0.094
H -3.97 -2.51 -5.11  0.097
H -6.52 -2.41 -2.96  0.129
H -6.46 -1.47 -0.66  0.104
H -5.08 -0.63 1.02  0.108
H -3.35 -0.61 0.99  0.045

Its spin multiplicity is 4. Its HOMO energy (alpha / beta) is -5.184 / -6.841 eV. The frontier orbital gap (alpha / beta) is 0.1961 / 0.2570 Ha. The calculation puts the lowest unoccupied orbital energy (alpha / beta) at 0.0056 / 0.0056 hartree.


--- ii ---
Density functional theory data (ωB97M-V/def2-TZVPD) for C39H51F2N12OPSV as an isolated structure.

Each line ends with the Löwdin charge.
Cartesian coordinates (Å):
V 0.52 -0.64 0.22  0.671
C -2.38 1.61 5.60  -0.036
N -1.98 2.03 4.27  -0.130
C -2.59 3.00 3.53  -0.066
C -1.94 3.03 2.33  -0.137
N -0.95 2.08 2.32  0.074
C -0.99 1.50 3.50  -0.475
P 0.01 0.12 4.11  1.163
C -0.98 -1.21 3.42  -0.513
N -1.70 -1.15 2.32  0.089
C -2.31 -2.36 2.22  -0.116
C -1.95 -3.16 3.27  -0.053
N -1.11 -2.41 4.04  -0.141
C -0.40 -2.87 5.22  -0.034
C 1.51 0.21 3.08  -0.408
N 1.70 0.15 1.75  -0.018
C 2.99 0.52 1.53  -0.110
C 3.60 0.80 2.71  -0.040
N 2.67 0.61 3.68  -0.136
C 2.93 0.73 5.10  -0.046
H -3.17 2.27 5.95  0.090
H -2.76 0.58 5.57  0.089
H -1.53 1.66 6.29  0.081
H -3.41 3.57 3.91  0.116
H -2.12 3.66 1.48  0.093
H -2.95 -2.61 1.39  0.103
H -2.20 -4.17 3.52  0.121
H -0.76 -3.87 5.46  0.092
H 0.67 -2.93 5.01  0.093
H -0.58 -2.21 6.06  0.079
H 3.39 0.55 0.53  0.092
H 4.61 1.08 2.93  0.121
H 3.99 0.91 5.23  0.090
H 2.36 1.56 5.53  0.084
H 2.66 -0.19 5.62  0.083
C -6.47 -0.88 0.73  -0.046
C -5.53 0.10 0.02  -0.551
C -4.84 0.96 1.09  -0.064
C -6.34 1.03 -0.89  -0.039
C -4.52 -0.69 -0.81  -0.174
C -4.97 -1.53 -1.85  -0.040
C -4.10 -2.25 -2.64  -0.074
C -2.73 -2.14 -2.39  -0.454
S -1.39 -2.86 -3.21  1.131
C -0.31 -2.04 -2.12  -0.514
N -0.90 -1.33 -1.20  0.029
C -2.27 -1.34 -1.35  -0.288
C -3.16 -0.60 -0.57  -0.004
C 1.15 -2.07 -2.24  -0.266
C 1.74 -2.72 -3.32  -0.064
C 3.11 -2.64 -3.49  -0.111
C 3.86 -1.93 -2.56  -0.109
C 3.24 -1.31 -1.48  -0.115
C 1.85 -1.34 -1.26  -0.152
H -7.19 -0.33 1.35  0.082
H -5.91 -1.56 1.37  0.085
H -7.04 -1.47 0.01  0.077
H -5.60 1.50 1.66  0.085
H -4.17 1.70 0.64  0.072
H -4.25 0.36 1.78  0.074
H -7.06 1.60 -0.31  0.086
H -6.88 0.47 -1.65  0.079
H -5.68 1.73 -1.40  0.062
H -6.03 -1.61 -2.04  0.104
H -4.47 -2.87 -3.44  0.105
H -2.75 0.03 0.20  0.089
H 1.14 -3.26 -4.04  0.085
H 3.59 -3.14 -4.33  0.093
H 4.93 -1.87 -2.67  0.093
H 3.89 -0.82 -0.77  0.068
C -2.42 4.05 -4.21  -0.049
C -2.54 4.19 -2.70  -0.640
C -4.01 4.04 -2.28  -0.058
C -2.04 5.56 -2.25  -0.055
N -1.65 3.21 -2.07  -0.079
N -2.03 1.85 -2.09  0.043
H -3.10 4.73 -4.73  0.080
H -2.66 3.03 -4.52  0.075
H -1.40 4.27 -4.53  0.080
H -4.59 4.90 -2.61  0.081
H -4.10 3.96 -1.19  0.077
H -4.47 3.15 -2.72  0.061
H -2.56 6.36 -2.78  0.082
H -0.97 5.65 -2.45  0.081
H -2.20 5.71 -1.18  0.075
H -1.46 3.47 -1.10  0.088
H -1.56 1.37 -2.85  0.052
H -3.04 1.72 -2.14  0.059
F 0.49 -3.64 0.38  -0.085
C 0.94 -2.52 1.10  -0.375
F 2.33 -2.77 1.23  -0.101
H 0.61 -2.77 2.11  0.058
C 2.53 1.12 -4.65  0.000
N 2.25 1.67 -3.34  -0.030
C 3.05 2.59 -2.77  -0.055
C 2.78 3.10 -1.55  -0.011
C 1.67 2.52 -0.85  -0.406
N 0.96 1.53 -1.35  0.177
C 1.10 1.21 -2.67  -0.491
O 0.30 0.54 -3.29  0.050
N 1.36 2.99 0.37  0.164
H 3.22 1.78 -5.17  0.088
H 1.60 1.03 -5.21  0.093
H 2.97 0.12 -4.55  0.087
H 3.90 2.92 -3.36  0.129
H 3.40 3.86 -1.10  0.099
H 2.04 3.56 0.85  0.101
H 0.70 2.46 0.95  0.055

Its spin multiplicity is 4. Its HOMO energy (alpha / beta) is -5.632 / -6.853 eV. The frontier orbital gap (alpha / beta) is 0.2164 / 0.2612 Ha. The calculation puts the lowest unoccupied orbital energy (alpha / beta) at 0.0094 / 0.0093 hartree.


Unit: hartree. Relative energies: i 0.0187; ii 0.0000.


--- i ---
Density functional theory data (ωB97M-V/def2-TZVPD) for a single CHOPS molecule.

Each line ends with the Löwdin charge.
Cartesian coordinates (Å):
O -1.57 0.72 0.67  -0.125
C -0.61 0.29 -0.11  -0.508
P 1.29 0.53 0.14  0.400
S 1.78 -1.29 0.44  0.142
H -0.88 -0.25 -1.13  0.091

The structure (SMILES) is O=CP=S. Its HOMO energy is -9.171 eV. The frontier orbital gap is 0.2636 Ha. The calculation puts the lowest unoccupied orbital energy at -0.0734 hartree.


--- ii ---
Density functional theory data (ωB97M-V/def2-TZVPD) for a 2-piece molecular cluster, CHOPS overall.

Each line ends with the Löwdin charge.
Cartesian coordinates (Å):
C 0.88 -0.32 -0.13  -0.252
O 2.02 -0.70 -0.21  0.023
P -1.65 -0.76 0.34  0.304
S -1.73 1.13 0.02  0.064
H 0.48 0.64 -0.01  -0.138

Its HOMO energy (alpha / beta) is -8.152 / -8.155 eV. The frontier orbital gap (alpha / beta) is 0.2361 / 0.2362 Ha. The calculation puts the lowest unoccupied orbital energy (alpha / beta) at -0.0635 / -0.0635 hartree.


Unit: hartree. Relative energies: i 0.0000; ii 0.0381.